No. 1
82
Properties=species:S:1:pos:R:3:forces:R:3 method="wB97M-V/def2-TZVPD" s2=2.009 lumo_energy_ev="3.347 / 3.346" total_charge=-2 multiplicity=3 orbital_gap_ev="6.78 / 7.32"
V 0.483 -1.464 -1.287 -0.282 -1.929 -1.939
C 2.390 -3.940 1.534 1.367 0.100 -0.141
C 1.887 -3.336 0.216 -1.895 2.421 0.523
O 0.680 -3.459 -0.065 -1.504 -1.621 0.597
O 2.428 -2.368 -0.395 2.401 -0.248 0.328
H 2.196 -4.991 1.745 -0.160 0.003 -0.569
H 1.995 -3.413 2.403 -0.616 0.312 -0.345
H 3.456 -3.739 1.646 0.230 -0.278 -0.247
S -0.490 -3.262 -3.202 0.003 -1.621 -2.728
O 0.816 -2.645 -2.860 3.648 0.551 -0.698
O -0.994 -2.722 -4.456 -0.236 0.755 -0.677
O -0.508 -4.690 -3.236 0.736 -1.191 0.001
O -1.195 -2.754 -2.070 -2.777 2.066 4.162
S -0.295 -0.030 0.934 1.457 -2.763 -3.509
O 0.874 -0.084 0.071 5.105 2.727 -0.131
O -0.940 -1.046 0.063 -4.301 -1.442 2.156
O 0.120 -0.465 2.244 -1.008 0.457 1.177
O -0.900 1.268 0.860 -1.037 0.893 0.807
C -0.544 -3.086 4.229 1.445 -1.738 6.403
O -0.577 -3.985 5.036 -0.379 -2.213 1.799
N -0.112 -1.905 4.492 2.280 5.291 2.802
N -0.850 -3.115 3.051 -3.077 -1.954 -10.389
H 0.379 -1.694 5.349 -0.288 -0.091 -0.284
H -0.117 -1.262 3.713 0.178 0.185 1.036
H -1.137 -3.974 2.603 0.119 0.259 -0.033
H -0.457 -2.382 2.480 -0.580 -0.639 -0.726
C 2.861 -0.304 -3.211 -3.137 0.282 3.367
O 2.003 -0.264 -2.364 -2.373 -0.181 2.428
N 3.308 0.798 -3.675 2.268 5.290 -2.684
N 3.440 -1.316 -3.652 3.804 -5.699 -3.173
H 2.907 1.675 -3.376 0.034 -0.311 -0.380
H 3.857 0.730 -4.520 -0.123 0.838 0.240
H 4.191 -1.091 -4.289 -0.023 -0.808 0.136
H 3.299 -2.294 -3.443 -0.708 0.387 0.420
C -2.796 3.671 -0.974 -0.039 -0.565 1.992
O -3.596 4.272 -1.561 -5.151 3.886 -2.839
N -1.686 3.364 -1.515 5.426 -1.436 -3.426
N -2.873 3.234 0.254 -0.265 -1.554 4.314
H -1.040 2.695 -1.120 -0.077 0.181 -0.261
H -1.627 3.617 -2.491 0.226 -0.414 0.217
H -3.444 3.613 0.997 -0.117 0.009 -0.613
H -2.076 2.691 0.554 -0.462 0.246 0.326
C -0.644 0.660 -3.436 1.011 -3.180 0.494
O -0.591 0.005 -2.354 -0.883 2.242 -1.539
N -1.140 0.223 -4.578 -1.605 -0.818 -1.166
N 0.032 1.769 -3.709 1.289 2.035 1.996
H -1.721 -0.598 -4.664 0.467 -0.382 0.108
H -0.782 0.709 -5.388 -0.738 -0.667 -0.061
H 0.046 2.164 -4.638 0.060 0.269 0.777
H 0.487 2.143 -2.888 0.482 0.557 -0.493
C 3.270 0.299 3.459 1.079 0.423 -0.313
O 4.478 0.358 3.440 1.461 1.612 -0.001
N 2.679 -0.771 3.891 -2.804 -4.773 1.589
N 2.353 1.218 3.136 -0.040 2.948 -0.931
H 1.848 -1.078 3.406 -0.013 0.121 0.306
H 3.143 -1.518 4.388 0.472 0.385 -0.590
H 2.681 2.142 2.894 -0.082 -0.295 -0.301
H 1.368 1.030 3.014 0.496 -0.190 0.191
C -4.058 -0.497 -2.030 1.108 -1.137 -2.333
O -4.979 0.104 -2.470 -4.684 1.963 -1.700
N -3.310 0.024 -1.143 3.182 2.219 4.789
N -3.606 -1.617 -2.585 -0.314 -2.575 -1.802
H -3.480 0.980 -0.865 -0.233 -0.301 -0.040
H -2.502 -0.428 -0.740 -0.086 -0.118 -0.222
H -4.081 -1.883 -3.435 -0.241 0.129 0.305
H -2.655 -1.957 -2.587 0.280 0.093 0.876
C 1.908 3.375 -0.192 2.230 2.743 -2.339
O 2.578 4.389 -0.437 0.346 -0.045 0.441
N 0.793 3.419 0.489 -2.466 -0.419 2.194
N 2.146 2.206 -0.778 -0.198 -1.727 -0.816
H 0.449 4.230 0.983 0.529 -0.059 -0.378
H 0.297 2.552 0.636 -0.087 0.313 0.261
H 2.898 1.976 -1.411 0.000 0.580 0.735
H 1.506 1.453 -0.567 0.427 -0.615 -0.072
C -2.393 1.755 4.158 0.282 0.922 1.890
O -3.110 2.286 4.995 -0.240 -0.253 1.383
N -1.200 1.230 4.365 1.865 0.117 2.948
N -2.678 1.776 2.920 -3.079 -0.016 -5.480
H -0.652 0.653 3.743 -0.375 0.154 0.222
H -0.990 1.443 5.330 1.088 -0.756 -0.113
H -2.030 1.530 2.185 -0.254 -0.291 0.257
H -3.670 1.698 2.750 0.157 0.347 -0.513

No. 2
66
Properties=species:S:1:pos:R:3:forces:R:3 method="wB97M-V/def2-TZVPD" s2=0.764 lumo_energy_ev="1.320 / 1.337" total_charge=-1 multiplicity=2 orbital_gap_ev="5.00 / 4.62"
Ag 1.512 0.659 -2.576 -0.291 -0.013 -0.479
O -2.325 -2.534 -4.541 -0.374 0.861 0.967
C -3.107 -1.825 -3.675 -0.057 -1.511 -0.781
C -2.654 -0.369 -3.269 1.334 2.009 -0.473
O -1.947 0.294 -4.219 -0.157 -0.440 0.861
H -3.354 -2.410 -2.779 0.104 0.012 0.378
H -4.072 -1.661 -4.174 -0.075 0.306 -0.310
H -2.142 -0.421 -2.288 0.542 -0.795 -0.052
H -3.529 0.215 -2.919 -0.760 -0.305 -0.401
N 0.385 0.065 -0.758 -1.850 0.937 2.516
S 0.247 -1.334 -0.075 0.859 -4.394 -0.597
O -0.979 -2.029 -0.320 0.561 0.803 0.626
O 0.868 -1.428 1.226 -0.619 0.306 -0.475
F 1.244 -2.138 -1.012 0.216 0.392 0.006
S -0.534 0.937 0.347 -0.492 4.166 -1.143
O 0.218 1.495 1.443 -0.189 -1.144 -0.563
O -1.910 0.589 0.539 1.368 -0.657 -0.012
F -0.652 2.209 -0.626 0.244 -0.464 0.064
C 1.153 4.664 2.681 0.156 -0.353 -0.099
O 2.369 5.368 2.421 -0.109 0.089 -0.351
H 1.278 3.586 2.545 0.135 -0.014 0.381
H 0.826 4.907 3.693 -0.368 -0.219 -0.086
H 0.390 4.925 1.947 0.104 0.486 0.099
H 2.853 5.416 3.246 0.081 -0.053 -0.001
C 3.477 -4.424 -1.731 -0.489 -0.222 0.633
O 4.418 -5.433 -1.374 0.184 0.085 -0.417
H 2.727 -4.377 -0.936 -0.117 0.296 -0.185
H 3.975 -3.458 -1.786 0.156 -0.117 -0.030
H 2.962 -4.625 -2.673 0.154 0.017 -0.065
H 3.979 -6.276 -1.512 0.089 -0.041 0.070
C 3.898 -0.578 -0.278 0.141 -0.204 -0.375
O 3.581 -0.450 -1.669 0.098 -0.109 -0.390
H 4.098 -1.620 -0.017 -0.132 0.003 0.020
H 4.794 0.007 -0.056 -0.192 0.142 0.251
H 3.017 -0.240 0.259 0.211 0.138 0.195
H 4.223 -0.920 -2.208 0.013 -0.096 0.124
C 2.519 -1.005 3.834 -0.035 0.174 -0.259
O 2.400 0.251 3.181 0.116 -0.213 -0.127
H 3.225 -0.894 4.657 -0.121 0.018 0.076
H 1.536 -1.320 4.193 0.144 -0.186 0.207
H 2.905 -1.766 3.149 -0.029 -0.075 0.068
H 1.782 0.088 2.455 -0.071 0.320 0.036
C -4.693 -0.287 0.541 1.424 -0.890 1.047
O -5.915 -0.754 1.084 -0.678 0.351 -0.352
H -4.736 0.763 0.267 -0.380 -0.094 -0.195
H -3.920 -0.383 1.314 -0.075 0.395 0.047
H -4.267 -0.919 -0.245 -0.580 0.232 -0.458
H -5.760 -1.582 1.539 0.157 -0.089 -0.086
C -2.681 -4.226 1.076 -0.129 1.093 0.568
O -2.969 -3.861 -0.247 -0.160 -0.439 -0.347
H -2.777 -3.328 1.702 0.213 -0.107 0.243
H -3.421 -4.921 1.472 -0.045 -0.216 -0.418
H -1.679 -4.634 1.244 0.053 -0.104 -0.232
H -2.405 -3.109 -0.500 -0.219 -0.456 0.199
C -2.831 4.360 0.263 0.457 -0.803 0.395
O -3.336 5.654 -0.005 0.065 -0.153 -0.382
H -3.413 3.536 -0.163 -0.338 0.245 0.040
H -1.816 4.174 -0.098 0.043 0.482 -0.093
H -2.792 4.226 1.345 -0.175 0.080 -0.021
H -3.364 5.726 -0.965 -0.090 0.195 0.082
C 2.617 3.014 -0.402 0.888 1.108 0.650
O 2.911 2.290 -1.595 -0.203 0.257 0.034
H 2.637 2.422 0.514 -0.502 -0.475 -0.286
H 3.395 3.760 -0.207 0.037 0.052 -0.286
H 1.707 3.597 -0.511 -0.269 -0.443 -0.051
H 3.852 2.341 -1.768 0.023 -0.157 -0.006

No. 3
63
Properties=species:S:1:pos:R:3:forces:R:3 method="wB97M-V/def2-TZVPD" s2=0.755 lumo_energy_ev="-0.772 / -6.908" total_charge=0 multiplicity=2 orbital_gap_ev="8.26 / 2.13"
As -0.615 -0.033 -0.322 0.504 -1.013 -0.363
F 0.831 -0.325 -1.320 -1.143 0.204 1.225
F -1.117 1.252 -1.503 0.613 -1.185 1.336
F -2.089 0.194 0.588 0.828 0.287 -0.633
F -0.077 -1.243 0.918 -0.601 0.756 -1.385
F 0.292 1.103 0.699 -0.583 0.067 -1.034
F -1.418 -1.293 -1.306 0.593 1.039 0.910
C 3.812 2.044 2.627 -0.372 -0.016 -0.594
O 2.503 2.255 3.078 -0.229 1.490 0.579
H 4.442 1.455 3.294 -0.209 -0.386 -0.025
H 3.672 1.600 1.642 0.951 -0.405 -0.173
H 4.316 3.006 2.528 -0.166 0.153 -0.030
H 1.966 1.458 3.062 -0.132 -0.941 0.087
C 2.112 1.105 -3.154 -0.788 -0.863 -0.990
O 2.443 2.399 -2.770 0.433 2.318 0.965
H 1.022 1.100 -3.131 0.171 -0.545 0.425
H 2.337 0.950 -4.209 0.488 -0.155 0.009
H 2.590 0.386 -2.488 -0.341 -0.163 -0.321
H 3.384 2.572 -2.852 0.088 -0.086 -0.091
C -4.327 -2.162 1.401 0.524 -0.837 0.809
O -4.058 -0.977 2.112 -0.060 0.344 -0.185
H -4.937 -2.063 0.503 -0.229 0.229 0.124
H -3.401 -2.673 1.136 0.261 0.057 -0.338
H -4.756 -2.832 2.146 -0.581 -0.083 -0.332
H -3.349 -0.533 1.641 -0.090 0.187 0.084
C 2.272 -2.978 -1.090 0.588 -1.206 0.666
O 3.431 -3.734 -0.748 0.954 -0.388 -0.440
H 2.683 -2.135 -1.645 -0.560 0.288 0.462
H 1.604 -3.549 -1.735 -0.122 0.070 -0.156
H 1.797 -2.827 -0.121 -0.546 1.108 -0.475
H 3.209 -4.562 -0.314 -0.263 0.086 -0.036
C 1.842 3.955 0.197 0.502 -2.096 0.313
O 1.073 3.661 -0.911 -1.082 2.169 2.133
H 1.263 3.775 1.103 -0.846 0.342 0.402
H 2.672 3.261 0.327 0.339 0.209 -0.594
H 2.189 4.987 0.250 -0.303 0.631 -0.256
H 1.576 3.183 -1.575 1.448 -1.886 -2.047
C 0.641 -1.922 -4.345 0.943 0.262 -0.115
O 0.680 -2.846 -5.433 -0.705 -0.131 0.449
H -0.018 -2.176 -3.515 -0.284 -0.582 -0.500
H 1.637 -1.878 -3.903 0.126 0.230 0.168
H 0.365 -0.923 -4.681 -0.087 0.132 -0.105
H 1.498 -2.726 -5.921 -0.022 0.107 0.124
C -4.801 -0.318 -3.179 -2.813 -0.490 -0.362
O -5.985 -0.523 -3.498 1.092 0.694 -0.084
N -4.082 0.758 -3.358 0.473 4.443 -1.627
N -4.083 -1.172 -2.528 1.429 -5.114 2.299
H -4.584 1.578 -3.668 0.403 -0.067 -0.064
H -3.088 0.815 -3.188 -0.430 -0.041 0.081
H -3.164 -1.069 -2.123 -0.248 0.391 -0.279
H -4.477 -2.097 -2.434 0.038 0.171 0.066
C 0.256 -0.002 5.774 0.450 0.096 0.004
C -0.092 -0.200 4.295 -1.180 -0.298 0.484
C -0.869 0.978 3.777 -0.709 -0.366 0.823
O 1.018 -0.284 3.456 2.088 -0.219 -0.004
H 1.124 -0.574 6.104 0.143 -0.019 -0.290
H -0.537 -0.290 6.465 -0.339 -0.117 -0.400
H 0.435 1.052 5.983 0.260 0.103 -0.063
H -0.660 -1.125 4.194 -0.189 -0.156 0.042
H -0.120 1.767 3.841 -0.578 0.585 -0.268
H -1.709 1.116 4.458 -0.104 0.586 -0.080
H -1.273 0.805 2.780 0.277 0.202 0.024
H 0.697 -0.526 2.584 -0.073 -0.184 -0.354

No. 4
56
Properties=species:S:1:pos:R:3:forces:R:3 method="wB97M-V/def2-TZVPD" s2=0.781 lumo_energy_ev="4.499 / 4.498" total_charge=-2 multiplicity=2 orbital_gap_ev="5.50 / 5.49"
O 3.014 11.023 -33.871 -1.156 -1.749 2.123
V 2.505 10.241 -32.509 4.659 1.142 -1.075
B 0.840 11.884 -32.095 -0.020 1.239 -0.240
H 1.733 12.539 -32.428 0.966 0.946 -0.325
H -0.036 12.586 -31.815 -1.257 0.603 0.491
H 0.576 11.211 -32.973 -0.920 -1.221 -1.934
H 1.153 11.246 -31.212 0.536 -1.144 1.626
B 1.822 9.148 -29.861 0.058 0.054 1.173
H 1.735 9.089 -31.012 -0.049 -0.427 -1.739
H 1.276 8.252 -29.347 -0.961 -1.475 0.288
H 2.919 9.135 -29.496 1.380 -0.031 0.266
H 1.293 10.124 -29.531 -0.638 1.172 0.570
C 5.040 8.272 -33.553 -1.565 0.669 1.059
O 3.851 8.575 -32.900 -1.554 0.451 0.055
H 5.801 8.261 -32.760 0.723 -0.070 -0.516
H 4.955 7.274 -34.017 0.279 -0.172 -0.060
H 5.270 8.986 -34.361 0.349 0.142 0.021
C 5.069 11.675 -31.403 -1.450 0.781 0.168
O 3.867 11.105 -30.989 -0.760 -0.996 -1.757
H 5.027 12.745 -31.113 0.264 0.233 -0.155
H 5.976 11.310 -30.892 0.030 -0.554 -0.158
H 5.171 11.668 -32.496 0.492 -0.205 -0.044
C 3.242 14.949 -36.258 0.555 -0.350 -0.545
C 4.208 14.163 -35.346 -3.879 -0.522 -0.283
C 5.623 14.648 -35.358 0.193 0.166 1.229
O 6.339 13.898 -34.388 -0.070 -0.656 -0.106
C 7.732 13.825 -34.469 -0.065 -0.384 -0.273
N 3.597 14.216 -33.991 2.379 0.468 -0.269
H 2.201 14.742 -36.014 0.076 0.108 0.627
H 3.288 14.514 -37.267 0.454 0.757 -0.207
H 3.434 16.022 -36.186 -0.161 0.029 -0.379
H 3.973 13.135 -35.671 1.455 -0.170 -0.195
H 5.612 15.669 -34.948 -0.099 0.298 -0.583
H 6.095 14.610 -36.344 -0.018 -0.058 -0.077
H 8.040 12.792 -34.283 -0.123 -0.045 0.078
H 8.221 14.434 -33.704 0.007 0.321 -0.166
H 8.078 14.065 -35.481 0.167 0.275 0.071
H 2.741 13.676 -33.990 0.071 -0.324 0.165
H 4.321 13.659 -33.527 -0.955 -0.001 1.055
C 1.561 8.096 -35.376 0.635 -0.042 -0.824
C 0.417 8.661 -34.554 0.320 -1.851 -0.767
C -0.872 7.781 -34.641 1.242 0.834 0.371
O -1.478 7.703 -35.911 -0.222 -0.616 0.237
C -2.184 8.829 -36.316 0.348 1.281 -0.391
N 0.859 8.660 -33.150 -1.687 1.182 0.101
H 1.779 7.033 -35.229 -0.387 -0.051 0.356
H 2.493 8.599 -35.108 -0.123 0.169 0.088
H 1.418 8.214 -36.455 -0.206 0.112 0.060
H 0.184 9.646 -34.959 0.202 0.357 0.736
H -1.535 8.182 -33.865 -0.478 -0.168 -0.172
H -0.537 6.785 -34.352 -0.360 -0.221 -0.129
H -2.510 8.653 -37.342 -0.146 -0.052 0.082
H -1.553 9.731 -36.333 0.145 -0.155 -0.123
H -3.035 9.156 -35.702 -0.107 -0.688 0.233
H 0.979 7.724 -32.764 0.813 -0.047 -0.469
H -0.012 8.916 -32.672 0.616 0.656 0.626

Max |F| readings, ordered: 11.01 4.52 5.79 4.92 eV Å⁻¹